ORCA calculation (the ωB97M-V functional and the def2-TZVPD basis) on a structure of composition C43H47N7O3SbW at a distorted geometry.

Calculated values
* 2S+1: 3
* relative energy (zero: lowest compared OMol25 entry of this formula, charge and spin): 0.000 eV
* expectation value of S²: 2.021
* E_tot: -70265.743 eV
* lowest unoccupied orbital energy (alpha / beta): -9.433 / -9.398 eV
* net charge: +3
* largest force on an atom: 1.15 eV/Å
* frontier orbital gap (alpha / beta): 6.3376 / 6.3746 eV

```
102
C43H47N7O3SbW the ωB97M-V functional and the def2-TZVPD basis
W 0.2164 -0.1020 -0.6626
O -4.7778 5.6954 -1.4812
N -4.5538 4.5988 -1.9276
O -5.2253 4.0027 -2.7506
C -3.3198 3.9104 -1.4610
C -2.3055 4.6869 -1.0581
C -1.0552 4.1017 -0.6547
C 0.0399 4.8542 -0.1873
C 1.1760 4.1926 0.1933
C 1.2320 2.8036 0.0819
N 0.2245 2.0706 -0.3718
C -0.9172 2.7264 -0.7155
C -2.0240 1.9155 -1.1085
N -1.8019 0.5855 -1.0538
C -2.7950 -0.2439 -1.3339
C -4.0631 0.2179 -1.6696
C -4.2957 1.5662 -1.7537
C -3.2446 2.4686 -1.4724
H -2.4341 5.7617 -1.0417
H -0.0263 5.9359 -0.1252
H 2.0375 4.7243 0.5766
H 2.1244 2.2773 0.3670
H -2.5892 -1.3039 -1.2772
H -4.8540 -0.4947 -1.8674
H -5.2706 1.9341 -2.0334
N 2.4704 -3.5715 -1.0382
C 2.1111 -2.3265 -0.9199
O 0.8722 -2.0390 -0.7627
C 3.0800 -1.1980 -0.9279
C 2.3637 0.1710 -1.0317
H 1.7928 -4.3191 -0.9902
H 3.4436 -3.8190 -1.1448
H 3.8169 -1.3461 -1.7195
H 3.6289 -1.2620 0.0136
H 2.4954 0.5701 -2.0348
H 2.8771 0.8519 -0.3637
C -1.9597 -3.0083 -5.1189
C -1.3558 -3.5493 -3.8449
N -0.8153 -2.4180 -3.0773
C -0.3251 -1.2792 -3.6306
N 0.0939 -0.2853 -2.8314
C 0.3540 0.9893 -3.5297
C 1.1907 0.7673 -4.7690
C 0.3909 -0.1095 -5.7027
N -0.3100 -1.1806 -4.9656
C -0.8942 -2.2192 -5.8410
H -2.8102 -2.3633 -4.8845
H -2.3174 -3.8193 -5.7499
H -0.5722 -4.2741 -4.0740
H -2.1027 -4.0453 -3.2295
H -0.5674 -2.5822 -2.1209
H 0.8498 1.6731 -2.8487
H -0.5992 1.4490 -3.8169
H 2.1336 0.2874 -4.4958
H 1.4236 1.7108 -5.2611
H 1.0389 -0.5927 -6.4333
H -0.3488 0.4703 -6.2558
H -0.0955 -2.8783 -6.1883
H -1.2996 -1.7089 -6.7131
C -1.6250 -2.5213 0.9490
C -0.8908 -2.9581 2.1970
C -1.2910 -4.1533 2.7955
C -0.7166 -4.5887 3.9776
C 0.2690 -3.8251 4.5963
C 0.6886 -2.6426 4.0105
C 0.1260 -2.2180 2.8029
Sb 0.7036 -0.3149 2.0625
C -0.2630 0.8613 3.5477
C 0.4701 1.0529 4.7232
C -0.0775 1.7450 5.7886
C -1.3616 2.2622 5.6778
C -2.0976 2.0499 4.5220
C -1.5738 1.3353 3.4418
C -2.4765 1.0269 2.2758
C 2.7663 -0.2497 2.5575
C 3.4045 -1.4981 2.5266
C 4.7523 -1.6128 2.8182
C 5.4770 -0.4717 3.1486
C 4.8512 0.7603 3.1710
C 3.4931 0.9076 2.8664
C 2.9340 2.3124 2.8865
H -1.4953 -3.2317 0.1280
H -1.2846 -1.5381 0.6091
H -2.6967 -2.4278 1.1377
H -2.0803 -4.7401 2.3351
H -1.0500 -5.5159 4.4284
H 0.7049 -4.1483 5.5344
H 1.4514 -2.0544 4.5055
H 1.4695 0.6408 4.8222
H 0.4934 1.8781 6.7001
H -1.7956 2.8188 6.4995
H -3.1145 2.4250 4.4588
H -3.1392 1.8635 2.0443
H -3.1068 0.1615 2.4956
H -1.9047 0.7918 1.3815
H 2.8351 -2.3984 2.3245
H 5.2324 -2.5849 2.8079
H 6.5289 -0.5474 3.3976
H 5.4240 1.6459 3.4321
H 3.0696 2.7715 3.8675
H 1.8714 2.3558 2.6664
H 3.4729 2.9435 2.1721
```